(1)
Entry from the OMol25 dataset: the molecule C9H19IO2Si (the ωB97M-V functional and the def2-TZVPD basis).

Last column: Löwdin charge in e.
Atoms and positions in Å:
C 3.13 -1.89 1.11  -0.09
C 2.69 -1.29 -0.23  -0.18
C 3.17 0.14 -0.37  -0.50
O 4.25 0.49 0.03  0.12
O 2.31 1.07 -0.85  -0.04
C 1.34 0.68 -1.84  -0.23
C -0.08 1.06 -1.42  -0.26
Si -0.45 1.05 0.44  0.63
C -0.54 2.81 1.07  -0.21
C -2.08 0.16 0.89  -0.37
C -2.76 -0.67 -0.21  -0.83
C -3.79 -1.67 0.33  -0.18
I -3.75 0.66 -1.60  0.84
H 2.81 -2.93 1.18  0.07
H 4.22 -1.83 1.20  0.08
H 2.69 -1.32 1.93  0.08
H 1.60 -1.36 -0.35  0.09
H 3.12 -1.86 -1.06  0.13
H 1.61 1.24 -2.75  0.13
H 1.42 -0.37 -2.09  0.11
H -0.80 0.44 -1.97  0.02
H -0.27 2.09 -1.76  0.08
H 0.62 0.35 1.18  0.01
H -1.37 3.35 0.61  0.03
H -0.66 2.83 2.15  0.03
H 0.39 3.33 0.82  0.03
H -2.79 0.90 1.27  0.07
H -1.84 -0.53 1.70  0.07
H -2.02 -1.19 -0.81  0.06
H -3.50 -2.00 1.33  0.07
H -3.88 -2.53 -0.33  0.07
H -4.78 -1.22 0.42  0.05

Computed properties:
**Gap between HOMO and LUMO**: 10.0 eV
**Largest force on an atom**: 0.63 eV/A
**E_HOMO**: -9.577 eV
**Structure (SMILES)**: CCC(=O)OCC[Si@@H](C)C[C@@H](C)I


(2)
Entry from the OMol25 dataset: a cluster of 2 separate species, C9H19N2OS in total in a non-equilibrium geometry (the ωB97M-V functional and the def2-TZVPD basis).

Last column: Löwdin charge in e.
Atoms and positions in Å:
C -3.14 -0.54 0.61  -0.12
C -3.80 0.75 0.28  -0.54
C -2.27 -0.51 -1.47  -0.47
C -3.66 1.91 1.24  -0.12
C 3.47 -0.23 -0.99  -0.01
C 1.58 1.13 0.01  -0.01
C 3.09 -0.14 1.52  0.00
C 0.30 -1.51 -0.03  -0.16
C 2.44 -0.12 0.12  -0.60
N -2.34 -1.04 -0.19  -0.11
N 1.59 -1.29 0.00  0.13
O -0.31 -2.63 -0.06  0.15
S -2.92 1.22 -1.27  0.95
H -3.37 -1.19 1.38  0.13
H -4.80 0.66 0.23  0.07
H -2.78 -1.23 -2.06  0.10
H -2.74 2.51 1.20  0.08
H -3.67 1.56 2.23  0.06
H -4.58 2.54 1.31  0.10
H 3.51 0.40 -1.87  0.09
H 4.52 0.09 -0.55  0.13
H 3.47 -1.24 -1.31  0.07
H 2.19 1.99 0.02  0.09
H 1.07 1.29 0.89  0.07
H 1.16 0.98 -0.99  0.11
H 3.41 -1.24 1.60  0.12
H 4.00 0.52 1.38  0.11
H 2.51 0.17 2.33  0.06
H -0.32 -0.62 -0.15  0.12
H -1.31 -2.54 -0.13  0.14
H 2.06 -2.26 -0.11  0.22
H -1.30 -0.43 -1.95  0.07

Computed properties:
**Gap between HOMO and LUMO**: 9.3 eV
**Largest force on an atom**: 5.88 eV/A
**Charge**: +1
**Energy above the lowest of the compared OMol25 structures with the same formula, charge and spin**: 2.542 eV
**E_HOMO**: -12.163 eV


(3)
Entry from the OMol25 dataset: a cluster of 2 separate species, C9H19N3O5S in total in a non-equilibrium geometry (the ωB97M-V functional and the def2-TZVPD basis).

Last column: Löwdin charge in e.
Atoms and positions in Å:
N 0.09 -2.25 -1.59  0.18
C -0.49 -1.63 -0.49  -0.50
O 0.17 -1.27 0.47  0.03
C -1.99 -1.47 -0.57  -0.04
C -2.48 -0.47 0.50  -0.32
N -2.35 -0.85 1.89  0.10
C -3.93 -0.20 0.23  -0.50
O -4.84 -0.71 0.84  0.12
O -4.13 0.63 -0.82  0.11
H 1.06 -2.42 -1.56  0.09
H -0.47 -2.56 -2.38  0.12
H -2.23 -1.10 -1.58  0.14
H -2.46 -2.44 -0.49  0.13
H -1.98 0.48 0.33  0.13
H -2.93 -1.65 2.06  0.08
H -1.42 -1.11 2.05  0.05
H -5.09 0.65 -0.96  0.13
C 4.41 -1.72 1.32  -0.26
S 3.97 -0.91 -0.39  0.79
C 2.75 0.35 0.26  -0.40
C 1.57 0.53 -0.87  -0.14
C 0.24 1.19 -0.44  -0.29
N -0.42 1.73 -1.59  0.13
C 0.71 2.46 0.29  -0.43
O 1.00 3.51 -0.27  0.10
O 0.71 2.36 1.63  0.18
H 5.36 -2.21 1.23  0.04
H 4.39 -1.11 2.11  0.00
H 3.70 -2.30 1.28  -0.09
H 3.30 1.18 0.53  0.04
H 2.34 -0.03 1.09  0.01
H 1.90 1.14 -1.61  0.09
H 1.38 -0.35 -1.30  0.01
H -0.33 0.68 0.22  0.06
H -0.32 2.60 -1.59  -0.02
H -0.18 1.23 -2.40  0.09
H 1.19 3.00 2.02  0.06

Computed properties:
**Gap between HOMO and LUMO**: 9.1 eV
**Largest force on an atom**: 9.32 eV/A
**Energy above the lowest of the compared OMol25 structures with the same formula, charge and spin**: 1.609 eV
**E_HOMO**: -8.632 eV
**Structure (SMILES)**: NC(=O)C[C@H](N)C(=O)O.CSCC[C@H](N)C(=O)O


(4)
Entry from the OMol25 dataset: the molecule C9H19N3S in a non-equilibrium geometry (the ωB97M-V functional and the def2-TZVPD basis).

Last column: Löwdin charge in e.
Atoms and positions in Å:
N -1.54 -1.14 -1.12  -0.10
C -0.14 -1.41 -2.09  -0.21
C 1.06 -0.59 -1.77  -0.20
C 0.85 0.99 -1.55  -0.40
N 0.72 1.58 -2.92  0.01
C -0.24 1.35 -0.62  -0.73
S -1.64 1.83 -1.37  0.74
N -0.01 0.98 0.61  -0.14
C -1.26 0.92 1.41  -0.20
C -0.73 0.63 2.81  -0.16
C -0.15 -0.91 2.99  -0.10
C 0.81 -1.07 1.59  -0.13
C 1.15 0.32 1.07  -0.23
H -2.22 -0.38 -1.37  -0.05
H -2.01 -2.30 -0.98  0.16
H -0.64 -1.01 -3.05  0.10
H 0.07 -2.53 -2.26  0.12
H 1.62 -1.06 -0.81  0.12
H 1.70 -0.83 -2.79  0.17
H 1.81 1.46 -1.26  0.15
H 0.65 2.47 -2.67  -0.01
H -0.12 1.23 -3.41  0.05
H -2.03 0.18 0.84  0.14
H -1.80 1.84 1.17  0.06
H -1.50 0.76 3.61  0.11
H 0.31 1.10 2.83  0.10
H -0.86 -1.74 3.03  0.08
H 0.71 -0.76 3.86  0.14
H 1.50 -1.59 2.17  0.07
H 0.46 -1.52 0.66  0.08
H 1.97 1.10 1.46  0.18
H 1.52 0.09 -0.06  0.07

Computed properties:
**Gap between HOMO and LUMO**: 8.7 eV
**Largest force on an atom**: 6.18 eV/A
**Energy above the lowest of the compared OMol25 structures with the same formula, charge and spin**: 6.793 eV
**E_HOMO**: -7.991 eV
**Structure (SMILES)**: NCC[C@@H](N)C(=S)N1CCCCC1


Among the records above, which one has the highest E_HOMO?
C9H19N3S